{"formula": "C15H13N4PmSe4", "method": "ωB97M-V/def2-TZVPD", "charge": -2, "energy_ev": -299667.546, "multiplicity": 5, "max_force_ev_per_a": 3.141, "orbital_gap_ev": [6.76, 6.78], "species": ["Pm", "Se", "Se", "Se", "Se", "N", "N", "N", "N", "C", "C", "C", "C", "C", "C", "C", "C", "C", "C", "C", "C", "C", "C", "C", "H", "H", "H", "H", "H", "H", "H", "H", "H", "H", "H", "H", "H"], "coordinates": [[-15.30122, 12.22042, 2.19829], [-16.56592, 14.41762, 4.29676], [-15.38968, 14.72832, 0.63334], [-15.14917, 12.66114, 5.01381], [-15.15864, 15.56416, 2.79023], [-21.69631, 9.82437, 1.94148], [-7.35993, 12.03065, 2.32094], [-17.73909, 11.79770, 2.22134], [-20.19635, 11.82739, 1.89470], [-12.03883, 10.99900, 2.09163], [-15.60411, 8.14830, 3.92638], [-15.12299, 9.76144, 1.83867], [-11.96369, 13.33662, 1.49129], [-15.32787, 9.15821, 2.86451], [-12.68475, 12.19919, 1.79952], [-9.91766, 12.10107, 2.04178], [-10.66743, 10.91572, 2.19542], [-18.90170, 11.76438, 2.07530], [-10.54729, 13.26739, 1.64799], [-16.67839, 8.63673, 4.99969], [-16.16289, 6.92139, 3.15856], [-20.93794, 10.73256, 1.88627], [-14.31284, 7.78237, 4.71199], [-8.52537, 12.07409, 2.21475], [-14.38957, 6.86733, 5.33789], [-16.30164, 9.57136, 5.47169], [-9.97542, 14.17535, 1.44873], [-17.60295, 8.92913, 4.49185], [-12.68417, 10.10162, 2.27736], [-16.36812, 6.05953, 3.85334], [-13.43773, 7.61982, 4.04630], [-15.43164, 6.63979, 2.40293], [-17.03172, 7.22706, 2.58895], [-10.18037, 10.03577, 2.53921], [-13.98896, 8.59417, 5.32501], [-16.87872, 7.86656, 5.75171], [-12.41463, 14.27858, 1.18506]]}